# C28H20FN5O5Pt

A molecular structure, C28H20FN5O5Pt in a non-equilibrium geometry (ωB97M-V/def2-TZVPD, OMol25).

```
60
Properties=species:S:1:pos:R:3:mulliken_charge:R:1
Pt 0.201 -0.994 0.085 0.9925
O 3.011 -1.904 6.215 -0.7164
C 2.365 -0.902 5.910 0.4737
O 2.039 0.099 6.554 -0.7265
C 1.840 -0.909 4.476 -0.5772
C 0.938 0.075 4.059 -0.8475
C 0.447 0.035 2.774 0.5701
N 0.825 -0.922 1.919 -0.0904
C 1.713 -1.856 2.277 1.0159
C 2.226 -1.883 3.562 -0.7902
C 1.992 -2.795 1.182 0.0997
C 3.108 -3.604 1.120 -0.8324
C 3.275 -4.412 0.006 -0.4731
C 2.338 -4.384 -1.012 -0.7091
C 1.257 -3.529 -0.903 0.0739
N 1.074 -2.771 0.180 0.2225
C -0.498 1.015 2.180 0.6702
C -1.014 2.043 2.961 -0.7414
C -1.857 2.969 2.388 -0.9874
C -2.154 2.858 1.033 -1.4283
C -1.600 1.807 0.327 0.1982
N -0.811 0.872 0.854 0.2442
H 0.686 0.825 4.793 0.6313
H 2.910 -2.648 3.904 0.5334
H 3.847 -3.567 1.905 0.4056
H 4.147 -5.046 -0.072 0.4378
H 2.449 -4.992 -1.895 0.4064
H 0.510 -3.414 -1.673 0.4433
H -0.748 2.111 4.003 0.4318
H -2.275 3.770 2.980 0.4531
H -2.795 3.577 0.544 0.4991
H -2.649 2.547 -1.160 0.6919
O 4.261 0.201 -1.182 -0.7469
N 3.092 -0.087 -1.048 1.0327
O 2.494 0.197 0.014 -0.5612
O 2.490 -0.772 -1.878 -0.5798
C -4.238 -1.477 -2.514 -0.4804
C -3.523 -0.697 -3.409 -0.8605
C -2.741 0.353 -2.955 -0.4036
C -2.699 0.587 -1.599 1.0119
C -3.415 -0.156 -0.683 -0.3917
C -4.186 -1.206 -1.156 -0.9056
N -1.953 1.795 -1.111 1.2452
C -0.853 2.318 -1.973 0.3406
C 0.205 1.528 -2.359 0.0054
C 1.210 2.127 -3.112 -1.0943
C 1.127 3.466 -3.464 -0.5882
C 0.031 4.228 -3.088 -0.7621
C -0.976 3.650 -2.332 -0.5826
H -4.829 -2.305 -2.874 0.4092
H -3.561 -0.907 -4.468 0.3953
H -2.166 0.949 -3.646 0.4201
H -3.374 0.051 0.375 0.4548
H -4.731 -1.820 -0.455 0.4033
H 0.264 0.464 -2.134 0.6670
H 2.048 1.521 -3.415 0.5166
H 1.920 3.919 -4.042 0.4205
H -0.047 5.266 -3.380 0.4190
H -1.836 4.237 -2.032 0.3722
F -0.811 -1.501 -1.556 -0.7316
```

Output
spin multiplicity = 1
relative energy (zero: lowest compared OMol25 entry of this formula, charge and spin) = 119.12 kJ/mol

---

# C33H57CaN4OP2

A molecular structure, C33H57CaN4OP2 in a non-equilibrium geometry (ωB97M-V/def2-TZVPD, OMol25).

```
98
Properties=species:S:1:pos:R:3:mulliken_charge:R:1
C 2.216 -1.294 -1.688 -0.3173
C 1.174 0.602 -2.573 -1.0894
C 3.142 -1.324 -2.733 -0.9944
C 1.932 0.484 -3.756 -0.8019
C 2.971 -0.434 -3.795 -1.1984
H 3.948 -2.060 -2.684 0.5282
H 1.738 1.197 -4.570 0.4110
H 3.624 -0.472 -4.652 0.4638
N 1.274 -0.341 -1.563 2.2120
P 0.628 -2.654 0.204 0.0490
P -0.014 2.554 -0.835 0.9165
C 2.250 -2.423 -0.609 -1.6407
H 2.589 -3.361 -1.087 0.7081
H 3.025 -2.181 0.146 0.6933
C 0.293 1.793 -2.374 -0.7161
H 0.097 2.391 -3.281 0.4877
C -1.651 3.599 -0.937 2.2921
C 1.498 3.650 -0.855 2.0078
C -0.364 -3.746 -1.006 2.2832
C 0.991 -3.487 1.857 1.9498
C -2.765 2.808 -0.210 -1.8559
H -2.497 2.553 0.835 0.1771
H -3.679 3.430 -0.189 0.6113
H -3.010 1.873 -0.722 0.2207
C -1.488 4.923 -0.147 -1.7644
H -1.177 4.754 0.910 0.1687
H -0.785 5.620 -0.638 0.2824
H -2.474 5.436 -0.120 0.5475
C -2.053 3.872 -2.361 -1.6040
H -2.958 4.478 -2.349 0.6132
H -1.303 4.425 -2.916 0.2194
H -2.282 2.942 -2.863 -0.0075
C 1.621 4.259 0.567 -1.5056
H 1.376 3.521 1.354 0.0680
H 2.669 4.564 0.725 0.4786
H 0.983 5.151 0.693 0.3297
C 2.728 2.802 -1.133 -1.9270
H 2.803 1.957 -0.453 -0.0084
H 2.733 2.452 -2.157 0.4153
H 3.607 3.430 -0.989 0.7524
C 1.370 4.743 -1.938 -1.3658
H 0.837 4.424 -2.847 0.0396
H 0.884 5.664 -1.569 0.3578
H 2.388 5.026 -2.250 0.4522
C -0.363 -3.810 2.530 -1.5665
H -0.170 -4.231 3.532 0.4870
H -0.972 -2.900 2.666 0.1675
H -0.955 -4.557 1.976 0.2448
C 1.755 -2.498 2.758 -1.7033
H 2.737 -2.243 2.345 0.3396
H 1.198 -1.569 2.933 0.0620
H 1.918 -2.978 3.737 0.6113
C 1.847 -4.756 1.710 -1.6167
H 2.728 -4.583 1.078 0.2632
H 2.200 -5.060 2.709 0.5222
H 1.284 -5.609 1.313 0.3179
C -0.048 -3.396 -2.477 -1.7304
H 0.994 -3.630 -2.750 0.3166
H -0.693 -3.997 -3.149 0.5906
H -0.240 -2.331 -2.680 0.0288
C -1.860 -3.492 -0.753 -1.5572
H -2.156 -2.484 -1.081 0.0833
H -2.438 -4.212 -1.351 0.5572
H -2.137 -3.624 0.297 0.2179
C -0.050 -5.246 -0.817 -1.8972
H 1.029 -5.460 -0.932 0.3287
H -0.406 -5.626 0.157 0.3349
H -0.573 -5.829 -1.602 0.5038
Ca -0.551 -0.051 0.240 1.9214
C 1.523 0.711 1.377 0.2445
O 2.544 0.870 1.885 -0.2801
N -1.901 -0.014 -1.634 -0.6262
C -1.780 0.453 -2.722 -0.5358
C -2.203 0.450 -4.203 2.6841
C -1.563 1.531 -5.088 -1.5387
C -1.735 -0.901 -4.716 -1.8861
C -3.708 0.593 -4.093 -1.6048
H -1.733 2.569 -4.759 0.2408
H -0.472 1.386 -5.199 0.1513
H -2.016 1.420 -6.082 0.5884
H -2.055 -1.708 -4.052 0.3827
H -2.160 -1.076 -5.703 0.5579
H -0.637 -0.929 -4.786 0.2582
H -4.129 1.138 -4.933 0.4196
H -4.144 -0.403 -4.021 0.4188
H -3.973 1.130 -3.174 0.2459
C -0.768 1.869 3.748 -0.8438
C -1.843 0.916 3.349 -0.0507
N -1.929 0.194 2.224 0.2496
C -3.117 -0.547 2.306 -0.7079
C -3.750 -0.245 3.489 -0.8049
N -2.918 0.675 4.128 -0.0295
H -1.048 2.382 4.679 0.4629
H 0.196 1.373 3.939 0.1789
H -0.592 2.641 2.983 -0.0063
H -3.357 -1.218 1.479 0.4287
H -4.678 -0.585 3.924 0.4177
H -3.067 1.141 5.010 0.2181
```

Output
spin multiplicity = 1
net charge = +1
relative energy (zero: lowest compared OMol25 entry of this formula, charge and spin) = 53.26 kJ/mol

---

# C22H76N14O16

16 unconnected molecules or ions with the total composition C22H76N14O16 in a non-equilibrium geometry (ωB97M-V/def2-TZVPD, OMol25).

```
128
Properties=species:S:1:pos:R:3:mulliken_charge:R:1
C -11.913 -15.737 4.753 -1.1217
C -12.044 -17.094 5.450 -0.5502
O -10.854 -17.421 6.090 -0.7987
H -12.017 -14.870 5.373 0.1047
H -12.597 -15.635 3.971 0.5165
H -10.968 -15.654 4.267 0.3105
H -12.244 -17.844 4.753 0.4894
H -12.888 -17.029 6.066 0.2827
H -10.385 -17.935 5.390 0.3339
C -6.783 -21.108 11.508 0.0136
C -6.297 -22.142 10.478 -0.7055
O -6.063 -21.689 9.128 -0.5430
H -6.178 -20.256 11.611 -0.1716
H -7.034 -21.543 12.470 0.5140
H -7.753 -20.815 11.071 -0.2382
H -7.116 -22.858 10.381 0.3716
H -5.485 -22.687 10.900 0.4093
H -6.227 -22.462 8.505 0.3063
C -11.204 -15.245 11.310 -0.7147
C -10.191 -14.045 11.198 0.4123
O -10.155 -13.292 10.035 -0.6966
H -12.243 -14.921 11.208 0.4548
H -11.077 -15.802 12.229 0.5744
H -10.955 -15.974 10.590 -0.3638
H -9.217 -14.404 11.470 -0.7692
H -10.484 -13.407 12.044 0.7021
H -10.428 -12.429 10.319 0.3072
C -10.027 -18.382 13.078 0.1367
C -10.038 -19.803 12.713 -0.7786
O -9.981 -19.948 11.316 -0.6308
H -10.720 -17.907 12.348 -0.1174
H -9.072 -18.059 12.777 -0.4416
H -10.253 -18.187 14.099 0.5319
H -10.948 -20.251 13.178 0.4121
H -9.322 -20.336 13.226 0.3536
H -10.856 -20.145 10.956 0.2057
C -8.410 -14.361 14.395 -1.5151
C -7.828 -15.627 13.850 1.4159
O -7.914 -16.717 14.769 -0.6802
H -9.462 -14.284 14.254 0.3218
H -7.918 -13.566 13.888 0.3241
H -8.235 -14.278 15.477 0.3764
H -6.765 -15.340 13.650 -0.3195
H -8.324 -15.834 12.909 -0.2162
H -7.507 -17.569 14.426 0.3796
C -14.120 -14.752 8.386 -1.2968
C -12.759 -14.113 8.069 -0.2337
O -11.760 -15.018 8.366 0.3434
H -14.341 -15.751 7.920 0.2550
H -14.887 -14.027 8.142 0.4374
H -14.249 -14.732 9.488 0.3106
H -12.645 -13.121 8.563 0.2976
H -12.700 -13.840 7.066 0.3380
H -10.960 -14.658 8.695 -0.3877
C -7.011 -12.361 8.429 0.5821
O -7.628 -11.177 8.441 -0.7965
N -7.564 -13.473 8.853 0.5768
N -5.803 -12.530 7.906 -0.0316
H -8.517 -13.275 9.087 -0.2963
H -7.250 -14.458 8.879 0.0361
H -5.311 -11.732 7.440 0.2791
H -5.249 -13.304 7.927 0.2012
C -4.878 -17.070 12.414 0.3688
O -6.010 -17.790 12.281 -0.6014
N -4.854 -15.806 12.184 0.1072
N -3.746 -17.627 12.673 -0.6115
H -5.671 -15.293 11.890 -0.2828
H -3.994 -15.345 12.587 0.2180
H -3.790 -18.654 12.797 0.3593
H -2.841 -17.127 12.391 0.2207
C -7.421 -19.547 7.107 0.0866
O -6.448 -20.370 6.408 -0.8029
N -7.592 -19.629 8.396 1.5557
N -8.241 -18.681 6.597 0.8582
H -6.871 -20.303 8.790 -0.6314
H -7.956 -18.968 9.160 -0.3724
H -7.980 -18.167 5.752 0.3294
H -8.608 -18.062 7.310 -0.1067
C -8.138 -17.029 9.660 0.3821
O -7.023 -16.177 9.473 -1.1885
N -8.087 -18.041 10.512 2.1017
N -9.146 -17.118 8.863 0.7436
H -7.265 -17.971 11.194 -0.1218
H -8.889 -18.605 10.902 -0.9935
H -9.201 -16.441 8.063 -0.1931
H -10.012 -17.653 9.031 -0.9665
C -12.242 -18.451 9.588 0.3549
O -12.561 -19.412 10.559 -0.8467
N -11.448 -18.585 8.614 0.2249
N -12.892 -17.314 9.434 -0.0138
H -10.862 -19.465 8.556 0.5961
H -11.495 -18.026 7.725 -0.0939
H -13.345 -16.936 10.269 0.3360
H -12.480 -16.644 8.759 -0.3044
C -10.419 -21.231 6.876 -0.0334
O -11.080 -22.408 6.547 -0.7726
N -10.166 -20.281 6.014 0.0910
N -10.110 -20.812 8.068 0.0995
H -10.373 -20.431 5.006 0.2300
H -9.379 -19.644 6.240 0.0663
H -10.196 -21.583 8.770 0.1999
H -9.262 -20.258 8.273 -0.1609
C -8.393 -15.351 5.757 0.2814
O -8.495 -16.092 4.561 -0.7655
N -7.514 -14.458 6.044 -0.0286
N -9.314 -15.441 6.696 0.0816
H -6.766 -14.224 5.431 0.3092
H -7.479 -14.156 7.025 0.1001
H -10.069 -16.175 6.427 -0.2578
H -9.472 -14.674 7.308 0.2752
C -4.437 -18.746 9.189 0.1029
O -3.428 -19.052 10.158 -0.6849
H -5.088 -17.997 9.655 -0.2540
H -4.981 -19.630 9.034 -0.0176
H -4.135 -18.464 8.200 0.4019
H -3.432 -18.354 10.816 0.3660
C -4.124 -15.203 9.030 0.0228
O -4.399 -14.903 7.663 -0.6754
H -3.241 -14.624 9.237 0.4703
H -3.791 -16.251 9.288 0.1978
H -4.870 -14.830 9.668 -0.3103
H -4.246 -15.710 7.155 0.3340
C -5.435 -12.762 11.449 -0.8289
O -6.464 -13.682 11.268 -0.3706
H -5.280 -12.111 10.586 0.3023
H -4.460 -13.276 11.495 0.2545
H -5.569 -12.197 12.432 0.2470
H -6.868 -13.426 10.370 0.2116
```

Output
spin multiplicity = 1
relative energy (zero: lowest compared OMol25 entry of this formula, charge and spin) = 224.91 kJ/mol

---

# C32H49N2O

A gas-phase ion, C32H49N2O (charge +1) in a non-equilibrium geometry (ωB97M-V/def2-TZVPD, OMol25).

```
84
Properties=species:S:1:pos:R:3:mulliken_charge:R:1
C 1.568 -1.908 4.835 -0.9113
C 2.787 -2.786 4.421 -0.5306
C 3.591 -2.207 3.215 -0.8284
C 3.669 -3.124 1.966 -0.8408
C 2.373 -3.893 1.618 -0.2689
C 2.380 -4.462 0.166 -1.0172
C 1.060 -4.225 -0.625 -0.5428
C 1.262 -3.738 -2.085 -1.0457
C 2.192 -2.519 -2.272 -1.0868
C 1.455 -1.148 -2.209 -1.1565
C 0.930 -0.924 -0.773 0.5397
C 0.876 0.547 -0.327 -0.6829
C 0.111 1.606 -1.174 0.2899
C 0.621 2.006 -2.558 -1.1361
C 1.289 3.396 -2.598 -1.5153
C 0.461 4.502 -1.974 0.5376
C 1.103 5.364 -1.095 -0.4663
C 0.452 6.382 -0.436 -0.6206
C -0.909 6.548 -0.648 -0.4345
C -1.554 5.719 -1.532 -0.8014
C -0.891 4.697 -2.187 0.0718
C -1.375 1.154 -1.004 0.2124
C -1.906 0.042 -1.937 -0.2870
C -3.373 0.302 -2.348 -0.4983
O -3.688 0.478 -3.509 -0.5675
C -4.376 0.291 -1.201 0.4850
C -4.276 -0.722 -0.264 -0.1167
C -5.129 -0.779 0.828 -0.6467
C -6.094 0.200 0.966 -0.4972
C -6.198 1.202 0.020 -0.5476
C -5.351 1.268 -1.061 -0.5168
C -1.340 0.876 0.537 -1.3149
N 0.106 0.661 0.960 1.7511
C 0.026 -0.566 1.834 -0.7238
N 0.652 1.636 1.870 -0.7315
H 1.623 -0.917 4.364 0.1785
H 1.556 -1.740 5.916 0.4000
H 0.609 -2.368 4.557 0.1761
H 2.492 -3.831 4.290 0.3312
H 3.451 -2.766 5.295 0.4082
H 4.625 -2.083 3.566 0.4162
H 3.227 -1.193 2.995 0.3884
H 3.962 -2.491 1.111 0.2215
H 4.479 -3.847 2.132 0.4507
H 2.282 -4.709 2.345 0.5708
H 1.496 -3.247 1.786 0.0255
H 3.281 -4.167 -0.382 0.5556
H 2.458 -5.550 0.304 0.4041
H 0.514 -5.178 -0.675 0.5594
H 0.408 -3.557 -0.043 0.0581
H 0.274 -3.452 -2.482 0.3612
H 1.596 -4.600 -2.674 0.3837
H 3.042 -2.499 -1.580 0.5873
H 2.611 -2.570 -3.288 0.4794
H 2.238 -0.413 -2.449 0.5365
H 0.677 -1.094 -2.978 0.2214
H -0.031 -1.442 -0.695 -0.4545
H 1.642 -1.430 -0.105 0.2894
H 1.913 0.913 -0.304 0.2986
H 0.123 2.485 -0.503 0.2439
H 1.298 1.290 -3.030 0.3310
H -0.257 2.056 -3.222 0.5712
H 2.306 3.376 -2.184 0.3501
H 1.427 3.646 -3.662 0.5112
H 2.167 5.222 -0.904 0.3207
H 0.992 7.021 0.259 0.3984
H -1.445 7.331 -0.118 0.4031
H -2.621 5.858 -1.703 0.4087
H -1.440 4.047 -2.870 0.4888
H -1.971 2.044 -1.256 1.0539
H -1.304 0.061 -2.855 0.4574
H -1.882 -0.965 -1.505 0.3173
H -3.526 -1.507 -0.353 0.5411
H -4.987 -1.595 1.532 0.4307
H -6.754 0.158 1.829 0.3982
H -6.975 1.946 0.186 0.3942
H -5.426 2.055 -1.808 0.5038
H -2.072 0.144 0.880 0.2993
H -1.728 1.819 0.952 0.0564
H 1.026 -0.922 2.085 -0.4449
H -0.573 -1.372 1.406 0.4151
H -0.477 -0.253 2.753 0.6450
H -0.096 2.154 2.318 0.2699
H 1.268 2.255 1.350 0.2348
```

Output
spin multiplicity = 1
net charge = +1
structure (SMILES) = CCCCCCCCCCC[C@H]1[C@@H](CCc2ccccc2)[C@@H](CC(=O)c2ccccc2)C[N@+]1(C)N

---

Total energy: -53007.946, -80167.172, -77662.910, -38999.104 (eV)
Frontier orbital gap: 0.231, 0.233, 0.324, 0.345 (Eh)